Computed, not measured: 13 unconnected molecules or ions with the total composition C71H65N13O12, with ωB97M-V/def2-TZVPD.

Calculated values
Energy relative to the best compared isomer or geometry (same formula, charge and spin) ... 34.6 kcal per mole

Atoms and positions in Å:
1 C 20.30 25.41 26.19
2 C 19.71 25.30 27.43
3 C 18.37 25.02 27.50
4 C 17.64 24.78 26.30
5 C 18.29 24.82 25.04
6 C 19.63 25.16 24.99
7 N 16.22 24.37 26.37
8 O 15.60 24.08 25.38
9 O 15.66 24.59 27.44
10 H 21.37 25.60 26.15
11 H 20.23 25.51 28.36
12 H 17.89 25.09 28.46
13 H 17.92 24.53 24.06
14 H 20.09 25.26 24.03
15 C 15.05 33.42 31.19
16 C 15.03 33.90 32.52
17 C 15.33 33.09 33.59
18 C 15.86 31.82 33.39
19 C 16.04 31.38 32.10
20 C 15.71 32.21 30.99
21 N 16.27 30.97 34.50
22 O 16.86 29.89 34.28
23 O 16.09 31.43 35.59
24 H 14.71 34.02 30.36
25 H 14.61 34.89 32.65
26 H 15.07 33.39 34.59
27 H 16.53 30.43 31.93
28 H 15.90 31.91 29.97
29 C 21.11 29.61 23.96
30 C 20.79 29.45 22.57
31 C 19.60 28.91 22.23
32 C 18.74 28.38 23.23
33 C 19.07 28.56 24.56
34 C 20.30 29.09 24.94
35 N 17.42 27.79 22.86
36 O 16.56 27.65 23.75
37 O 17.31 27.33 21.72
38 H 22.08 29.98 24.26
39 H 21.47 29.79 21.80
40 H 19.32 28.84 21.19
41 H 18.45 28.17 25.36
42 H 20.53 29.28 25.97
43 C 12.57 29.87 31.97
44 C 12.12 30.70 30.95
45 C 10.81 30.65 30.55
46 C 9.90 29.71 31.03
47 C 10.35 28.89 32.10
48 C 11.70 28.88 32.55
49 N 8.55 29.53 30.44
50 O 7.75 28.79 30.98
51 O 8.22 30.26 29.49
52 H 13.58 29.96 32.33
53 H 12.79 31.40 30.48
54 H 10.65 31.33 29.73
55 H 9.71 28.30 32.74
56 H 12.17 28.27 33.31
57 C 12.23 26.98 27.55
58 C 13.44 26.82 26.87
59 C 14.20 28.00 26.57
60 C 13.74 29.27 26.95
61 C 12.60 29.37 27.72
62 C 11.81 28.22 28.00
63 N 14.63 30.42 26.72
64 O 14.22 31.53 26.96
65 O 15.77 30.22 26.35
66 H 11.61 26.12 27.74
67 H 13.64 25.86 26.42
68 H 15.00 27.76 25.90
69 H 12.30 30.32 28.13
70 H 10.97 28.43 28.64
71 C 18.91 24.83 34.96
72 C 17.84 23.94 34.70
73 C 16.52 24.31 34.64
74 C 16.17 25.65 34.84
75 C 17.26 26.50 35.17
76 C 18.54 26.12 35.17
77 N 14.78 26.10 34.71
78 O 14.70 27.34 34.59
79 O 13.90 25.30 34.53
80 H 19.92 24.49 35.11
81 H 18.11 22.93 34.44
82 H 15.75 23.56 34.53
83 H 17.09 27.54 35.39
84 H 19.23 26.92 35.36
85 N 21.65 29.38 32.36
86 C 21.80 30.61 32.83
87 C 20.93 31.30 33.65
88 C 19.82 30.62 34.11
89 C 19.62 29.28 33.69
90 C 20.57 28.69 32.84
91 H 22.72 31.07 32.48
92 H 21.16 32.32 33.93
93 H 18.96 31.02 34.64
94 H 18.70 28.77 33.96
95 H 20.49 27.70 32.43
96 N 24.72 27.67 29.37
97 C 25.18 26.93 28.35
98 C 24.48 26.85 27.14
99 C 23.32 27.57 27.08
100 C 22.77 28.29 28.16
101 C 23.58 28.45 29.26
102 H 26.09 26.35 28.41
103 H 24.68 26.10 26.39
104 H 22.84 27.54 26.11
105 H 21.77 28.70 28.11
106 H 23.36 29.00 30.17
107 N 18.72 27.09 30.42
108 C 18.18 27.93 29.53
109 C 16.85 28.28 29.40
110 C 15.96 27.88 30.44
111 C 16.51 27.02 31.36
112 C 17.88 26.60 31.33
113 H 18.91 28.28 28.81
114 H 16.57 28.95 28.60
115 H 14.90 28.09 30.50
116 H 15.94 26.53 32.14
117 H 18.22 25.84 32.02
118 N 13.49 23.30 30.48
119 C 13.60 24.64 30.31
120 C 12.71 25.59 30.82
121 C 11.50 25.15 31.30
122 C 11.31 23.77 31.43
123 C 12.27 22.92 30.99
124 H 14.48 24.97 29.78
125 H 12.83 26.63 30.57
126 H 10.74 25.83 31.65
127 H 10.39 23.34 31.81
128 H 12.13 21.85 31.06
129 N 24.89 24.07 32.33
130 C 23.93 23.39 31.60
131 C 22.66 23.86 31.38
132 C 22.33 25.15 31.77
133 C 23.26 25.99 32.46
134 C 24.46 25.34 32.80
135 H 24.29 22.51 31.09
136 H 21.96 23.29 30.79
137 H 21.37 25.59 31.59
138 H 22.85 26.90 32.88
139 H 25.26 25.76 33.40
140 N 19.58 30.70 28.26
141 C 20.12 31.29 29.32
142 C 19.61 32.42 29.95
143 C 18.53 33.04 29.39
144 C 17.95 32.48 28.25
145 C 18.50 31.32 27.71
146 H 20.91 30.72 29.79
147 H 19.96 32.88 30.86
148 H 18.05 33.92 29.79
149 H 17.03 32.88 27.86
150 H 17.91 30.93 26.90
151 N 18.62 22.75 30.98
152 C 19.19 21.58 31.30
153 C 18.42 20.56 31.95
154 C 17.09 20.93 32.42
155 C 16.56 22.19 32.06
156 C 17.32 23.00 31.27
157 H 20.21 21.38 30.99
158 H 18.88 19.65 32.31
159 H 16.46 20.39 33.11
160 H 15.57 22.37 32.43
161 H 16.97 23.94 30.86

Computed, not measured: 9 unconnected molecules or ions with the total composition C71H87N13O6, with ωB97M-V/def2-TZVPD.

Calculated values
Structure (SMILES) ... CCCCCCCc1c(CC(=O)N(C)C)c(OC#N)c2nc(OCCNC[C@@H](C)O)c(OCCCC)nc2c1CC=O.c1ccncc1.c1ccncc1.c1ccncc1.c1ccncc1.c1ccncc1.c1ccncc1.c1ccncc1.c1ccncc1

Atoms and positions in Å:
1 C -7.46 -5.90 4.98
2 C -6.62 -7.25 5.03
3 C -5.61 -7.42 3.83
4 C -4.50 -6.27 3.76
5 C -3.42 -6.75 2.72
6 C -2.24 -5.72 2.44
7 C -2.35 -5.23 0.93
8 C -2.11 -3.70 0.70
9 C -2.90 -2.63 1.38
10 C -4.04 -2.93 2.42
11 C -5.39 -3.31 1.65
12 O -6.41 -3.19 2.30
13 N -5.38 -3.72 0.24
14 C -6.52 -4.68 0.13
15 C -5.62 -2.47 -0.56
16 C -2.65 -1.23 1.07
17 O -3.47 -0.23 1.71
18 C -2.72 0.22 2.78
19 N -2.14 0.29 3.77
20 C -1.61 -0.76 0.09
21 N -1.53 0.62 -0.12
22 C -0.59 0.84 -1.06
23 O -0.42 2.20 -1.43
24 C -1.47 2.42 -2.42
25 C -2.82 2.96 -1.78
26 N -3.87 1.92 -1.60
27 C -5.18 2.31 -2.14
28 C -6.22 1.29 -1.50
29 C -6.41 1.52 0.06
30 O -7.52 1.36 -2.11
31 C 0.28 -0.17 -1.75
32 O 1.21 0.19 -2.70
33 C 2.25 1.06 -2.20
34 C 2.90 0.65 -0.82
35 C 2.66 1.83 0.24
36 C 4.01 2.67 0.48
37 N 0.17 -1.49 -1.50
38 C -0.82 -1.80 -0.56
39 C -1.06 -3.26 -0.25
40 C -0.15 -4.30 -1.01
41 C -0.93 -5.05 -2.16
42 O -1.55 -4.37 -2.96
43 H -6.88 -5.03 4.58
44 H -8.41 -6.01 4.38
45 H -7.76 -5.65 6.06
46 H -6.11 -7.35 6.03
47 H -7.39 -8.08 4.93
48 H -5.08 -8.42 3.83
49 H -6.19 -7.33 2.87
50 H -4.00 -6.11 4.77
51 H -5.07 -5.35 3.43
52 H -3.97 -7.09 1.79
53 H -2.95 -7.69 3.15
54 H -1.28 -6.32 2.51
55 H -2.16 -4.90 3.20
56 H -3.38 -5.46 0.52
57 H -1.65 -5.88 0.33
58 H -4.31 -2.02 3.03
59 H -3.78 -3.72 3.16
60 H -7.51 -4.14 0.02
61 H -6.34 -5.33 -0.78
62 H -6.51 -5.35 1.02
63 H -5.71 -1.62 0.19
64 H -4.72 -2.24 -1.18
65 H -6.59 -2.49 -1.13
66 H -1.74 1.45 -2.96
67 H -1.14 3.12 -3.24
68 H -3.27 3.82 -2.34
69 H -2.54 3.33 -0.75
70 H -3.57 1.00 -1.91
71 H -5.18 2.09 -3.25
72 H -5.48 3.36 -1.89
73 H -5.87 0.21 -1.61
74 H -7.34 0.98 0.44
75 H -5.56 1.09 0.67
76 H -6.56 2.61 0.31
77 H -8.12 0.75 -1.64
78 H 3.08 1.03 -2.97
79 H 1.90 2.14 -2.21
80 H 4.02 0.63 -0.97
81 H 2.62 -0.36 -0.43
82 H 1.92 2.60 -0.12
83 H 2.29 1.47 1.24
84 H 3.77 3.77 0.48
85 H 4.53 2.35 1.43
86 H 4.75 2.53 -0.36
87 H 0.82 -3.86 -1.34
88 H 0.11 -5.10 -0.25
89 H -0.92 -6.18 -2.18
90 C 3.27 0.13 -6.97
91 C 2.59 0.54 -5.83
92 C 2.40 1.90 -5.64
93 N 2.84 2.84 -6.48
94 C 3.50 2.42 -7.57
95 C 3.74 1.09 -7.86
96 H 3.43 -0.92 -7.16
97 H 2.21 -0.17 -5.12
98 H 1.87 2.27 -4.77
99 H 3.85 3.21 -8.23
100 H 4.27 0.81 -8.75
101 C 8.10 5.77 2.45
102 C 8.24 4.42 2.70
103 C 7.10 3.65 2.86
104 N 5.86 4.15 2.79
105 C 5.74 5.46 2.55
106 C 6.82 6.31 2.37
107 H 8.97 6.40 2.32
108 H 9.22 3.96 2.77
109 H 7.16 2.59 3.05
110 H 4.73 5.83 2.50
111 H 6.67 7.36 2.18
112 C 11.72 6.51 -1.28
113 C 11.86 5.16 -1.03
114 C 10.72 4.39 -0.87
115 N 9.47 4.89 -0.94
116 C 9.36 6.20 -1.18
117 C 10.44 7.05 -1.36
118 H 12.59 7.14 -1.40
119 H 12.85 4.70 -0.96
120 H 10.78 3.33 -0.68
121 H 8.34 6.57 -1.23
122 H 10.29 8.10 -1.55
123 C -9.36 -5.63 11.25
124 C -7.99 -5.57 11.05
125 C -7.53 -5.32 9.77
126 N -8.33 -5.13 8.71
127 C -9.65 -5.20 8.93
128 C -10.21 -5.44 10.17
129 H -9.76 -5.82 12.24
130 H -7.30 -5.71 11.86
131 H -6.47 -5.25 9.56
132 H -10.27 -5.04 8.06
133 H -11.28 -5.48 10.29
134 C 0.91 9.21 1.94
135 C 1.18 7.89 1.64
136 C 2.50 7.46 1.73
137 N 3.52 8.24 2.08
138 C 3.23 9.52 2.37
139 C 1.95 10.05 2.31
140 H -0.11 9.59 1.89
141 H 0.40 7.21 1.35
142 H 2.76 6.43 1.51
143 H 4.08 10.13 2.65
144 H 1.77 11.09 2.56
145 C -0.27 -7.66 -5.47
146 C 0.29 -8.74 -6.13
147 C 1.57 -8.61 -6.64
148 N 2.30 -7.50 -6.53
149 C 1.74 -6.47 -5.89
150 C 0.47 -6.50 -5.34
151 H -1.27 -7.73 -5.06
152 H -0.26 -9.67 -6.25
153 H 2.05 -9.43 -7.16
154 H 2.36 -5.58 -5.82
155 H 0.06 -5.63 -4.83
156 C 16.90 3.60 1.69
157 C 17.27 4.06 0.44
158 C 16.27 4.43 -0.45
159 N 14.97 4.37 -0.16
160 C 14.63 3.93 1.05
161 C 15.55 3.53 2.01
162 H 17.65 3.30 2.41
163 H 18.32 4.12 0.15
164 H 16.52 4.80 -1.44
165 H 13.57 3.89 1.25
166 H 15.23 3.18 2.98
167 C -7.59 2.52 -4.96
168 C -7.03 2.43 -6.22
169 C -7.26 3.46 -7.12
170 N -8.00 4.54 -6.85
171 C -8.54 4.60 -5.62
172 C -8.37 3.63 -4.65
173 H -7.44 1.74 -4.23
174 H -6.42 1.58 -6.50
175 H -6.84 3.43 -8.12
176 H -9.14 5.49 -5.43
177 H -8.82 3.74 -3.67

In eV, the electronic energy values for the records above are, in order, -118601.8570; -106685.5462.
In Eh, the Kohn-Sham gap values for the records above are, in order, 0.299; 0.290.